(1)
{"formula": "C2H8OS2", "method": "ωB97M-V/def2-TZVPD", "total_energy_ha": -952.56075, "gap_ev": 8.636, "e_homo_ev": -9.2, "de_lowest_ev": 1.437, "smiles": "CCO.SS", "lumo_energy_ev": -0.54, "symbols": ["C", "C", "O", "H", "H", "H", "H", "H", "H", "S", "S", "H", "H"], "coordinates": [[2.764, 0.444, 0.666], [2.133, 0.295, -0.722], [1.397, -0.945, -0.697], [3.472, -0.388, 0.786], [3.284, 1.406, 0.897], [1.952, 0.224, 1.426], [2.966, 0.288, -1.595], [1.390, 1.091, -0.927], [0.841, -0.948, 0.066], [-1.116, 0.204, 1.151], [-2.116, -0.111, -0.824], [-0.597, 1.422, 0.942], [-2.147, -1.454, -0.921]], "lowdin_charge": [-0.116, -0.320, -0.148, 0.073, 0.080, 0.062, 0.155, 0.090, -0.042, 0.292, 0.274, -0.194, -0.204]}

***

(2)
{"formula": "H80O40", "method": "ωB97M-V/def2-TZVPD", "total_energy_ha": -3057.27916, "gap_ev": 9.734, "e_homo_ev": -10.2, "de_lowest_ev": 13.012, "lumo_energy_ev": -0.47, "symbols": ["H", "H", "O", "H", "H", "O", "H", "H", "O", "H", "H", "O", "H", "H", "O", "H", "O", "H", "O", "H", "H", "O", "H", "H", "O", "H", "H", "O", "H", "H", "O", "H", "O", "H", "H", "O", "H", "H", "O", "H", "H", "O", "H", "H", "O", "H", "H", "O", "H", "H", "O", "H", "O", "H", "H", "O", "H", "O", "H", "H", "O", "H", "H", "O", "H", "H", "O", "H", "H", "O", "H", "H", "O", "H", "H", "O", "H", "H", "O", "H", "H", "O", "H", "H", "O", "H", "H", "O", "H", "O", "H", "H", "O", "H", "H", "H", "H", "H", "H", "O", "H", "H", "O", "H", "H", "O", "H", "H", "O", "H", "H", "O", "H", "H", "O", "H", "H", "O", "H", "H"], "coordinates": [[-0.610, 4.857, 4.093], [0.810, 5.500, 4.213], [0.339, 4.709, 4.183], [0.188, 2.530, 1.828], [0.636, 2.577, 3.351], [-0.054, 2.716, 2.707], [-2.025, -2.645, -3.674], [-3.102, -1.617, -4.301], [-3.000, -2.447, -3.801], [2.228, -2.911, 1.197], [1.663, -4.198, 0.381], [1.581, -3.695, 1.201], [0.864, -2.356, 2.873], [1.518, -2.014, 4.357], [0.863, -1.696, 3.616], [-2.239, -0.279, 3.867], [-1.599, 0.185, 3.248], [4.475, -1.743, -0.224], [5.056, -2.317, 0.237], [4.638, -3.751, -1.061], [3.439, -3.079, -1.350], [3.808, -3.956, -1.460], [-3.109, -2.078, 4.284], [-1.999, -2.574, 5.101], [-2.390, -1.742, 4.835], [2.414, 1.179, 6.023], [1.127, 0.496, 5.369], [1.872, 1.055, 5.196], [5.211, 3.479, 1.907], [4.405, 2.165, 1.649], [5.273, 2.491, 1.790], [2.682, -2.973, 3.281], [2.954, -2.949, 4.298], [-3.065, -3.223, 1.623], [-2.569, -1.733, 1.939], [-3.253, -2.374, 2.100], [-3.789, 2.017, 5.110], [-2.961, 1.145, 4.099], [-3.794, 1.496, 4.356], [-0.459, 2.042, -5.139], [0.374, 1.419, -6.518], [-0.007, 1.342, -5.680], [-4.115, 2.068, 0.911], [-5.022, 2.078, 2.205], [-4.145, 2.343, 1.769], [0.697, 0.492, 0.609], [0.896, 0.261, 2.020], [1.082, 0.906, 1.342], [-2.234, -0.094, 2.004], [-2.752, -0.478, 0.412], [-1.984, -0.114, 0.957], [-4.305, 0.246, -2.382], [-4.199, -0.474, -1.798], [-1.292, -6.319, 0.417], [-1.270, -4.742, 0.137], [-0.910, -5.549, 0.025], [-0.129, -0.263, -5.671], [0.178, -1.194, -6.028], [-0.335, 2.513, -0.433], [0.562, 3.893, -0.828], [-0.260, 3.353, -0.870], [-1.792, -3.014, -0.403], [-0.436, -2.662, -0.074], [-1.260, -2.752, 0.295], [-0.912, 3.333, -2.452], [-0.736, 4.069, -3.717], [-1.298, 3.349, -3.396], [-0.348, -0.149, -1.815], [-0.953, -0.468, -0.591], [-0.082, -0.064, -0.933], [-6.305, -0.074, 2.782], [-5.213, -0.858, 1.995], [-6.010, -0.397, 1.926], [-1.207, 4.775, -1.666], [-1.609, 6.079, -2.195], [-0.973, 5.713, -1.537], [2.629, 5.837, -2.424], [1.726, 4.981, -1.615], [1.787, 5.470, -2.450], [1.152, 1.254, -4.622], [2.128, 2.216, -3.893], [1.664, 1.422, -3.830], [-2.207, -5.016, 2.890], [-2.836, -3.979, 3.857], [-2.693, -4.847, 3.660], [-1.033, -0.537, -3.952], [0.032, -1.664, -3.729], [-0.838, -1.398, -3.520], [-0.406, -4.013, -2.923], [0.024, -3.583, -2.231], [3.156, -1.541, 3.146], [3.945, -0.688, 1.885], [3.346, -1.406, 2.215], [-3.501, -1.004, -2.059], [-0.957, 0.114, 3.956], [-0.189, -1.872, -5.529], [4.877, -2.871, 1.041], [3.726, -3.450, 4.432], [0.938, -3.832, -2.395], [-2.629, 1.353, -4.493], [-2.035, 1.864, -4.014], [-2.755, 1.745, -5.384], [2.601, -1.048, -0.904], [2.710, -0.690, -1.830], [2.049, -0.389, -0.318], [3.102, -1.341, -3.798], [2.401, -0.880, -4.218], [3.646, -0.587, -3.640], [-4.172, -4.275, -2.218], [-4.067, -3.273, -2.475], [-3.541, -4.756, -2.719], [1.999, 4.574, 1.778], [1.442, 3.945, 2.257], [2.812, 4.651, 2.204], [3.583, 4.631, -0.720], [4.193, 4.873, 0.051], [2.893, 4.699, -0.098], [3.376, 1.200, -1.997], [2.445, 1.298, -1.777], [3.748, 1.960, -1.720]], "lowdin_charge": [0.065, 0.007, -0.033, -0.024, 0.019, -0.048, 0.044, 0.059, -0.101, 0.040, 0.036, -0.071, 0.039, 0.070, -0.106, 0.049, -0.072, -0.013, -0.074, -0.007, -0.025, -0.057, 0.037, 0.059, -0.031, 0.076, 0.006, -0.053, 0.053, -0.003, -0.049, 0.089, -0.076, 0.071, -0.018, -0.052, 0.009, -0.024, -0.005, 0.092, 0.079, -0.031, -0.040, 0.068, -0.056, -0.046, 0.035, -0.019, 0.041, 0.061, -0.163, 0.017, 0.015, 0.039, -0.082, 0.008, 0.031, -0.069, 0.055, 0.072, -0.025, 0.015, -0.015, 0.014, 0.042, 0.067, -0.081, -0.012, 0.066, -0.057, 0.040, -0.032, -0.024, -0.013, 0.066, -0.074, -0.004, -0.008, -0.032, -0.035, 0.021, -0.031, 0.008, -0.060, 0.025, 0.065, 0.026, -0.072, 0.016, 0.012, -0.003, 0.092, -0.087, -0.042, 0.067, -0.028, 0.085, 0.048, 0.069, -0.032, -0.071, 0.079, -0.120, 0.020, 0.066, -0.013, -0.008, 0.019, -0.100, 0.055, -0.011, -0.013, 0.011, 0.005, -0.057, 0.091, -0.039, -0.006, 0.038, -0.018]}

***

(3)
{"formula": "C6H13N", "method": "ωB97M-V/def2-TZVPD", "total_energy_ha": -291.07709, "gap_ev": 9.595, "e_homo_ev": -8.7, "de_lowest_ev": 2.222, "smiles": "[H]/N=C/C(C)(C)CC", "lumo_energy_ev": 0.90, "symbols": ["H", "N", "C", "C", "C", "C", "C", "C", "H", "H", "H", "H", "H", "H", "H", "H", "H", "H", "H", "H"], "coordinates": [[1.665, -2.510, -1.425], [0.822, -1.937, -1.513], [0.832, -0.749, -0.988], [-0.279, -0.312, 0.037], [-1.607, -1.009, -0.279], [0.156, -0.607, 1.469], [-0.327, 1.148, -0.380], [0.619, 2.127, 0.281], [1.750, -0.137, -1.021], [-1.960, -0.766, -1.286], [-1.513, -2.099, -0.225], [-2.383, -0.701, 0.429], [0.211, -1.689, 1.634], [1.140, -0.194, 1.703], [-0.559, -0.179, 2.180], [-1.342, 1.547, -0.443], [0.188, 0.900, -1.507], [0.843, 2.959, -0.392], [0.170, 2.548, 1.187], [1.575, 1.660, 0.538]], "lowdin_charge": [0.054, 0.084, -0.218, -0.566, -0.067, -0.046, -0.227, -0.115, 0.116, 0.086, 0.075, 0.083, 0.088, 0.073, 0.091, 0.111, 0.155, 0.074, 0.080, 0.066]}

***

(4)
{"formula": "C3H2O2P", "method": "ωB97M-V/def2-TZVPD", "total_energy_ha": -607.31555, "gap_ev": 8.487, "e_homo_ev": -4.6, "de_lowest_ev": 0.000, "smiles": "O=C([O-])C#CP", "total_charge": -1, "lumo_energy_ev": 3.92, "symbols": ["O", "C", "O", "C", "C", "P", "H", "H"], "coordinates": [[-2.752, 0.663, -0.355], [-2.136, -0.272, 0.083], [-2.321, -1.469, 0.193], [-0.665, 0.125, 0.346], [0.567, 0.375, 0.123], [2.275, 0.558, 0.290], [2.240, 0.879, -1.035], [2.792, -0.858, 0.355]], "lowdin_charge": [-0.016, -0.865, -0.032, 0.019, -0.495, 0.647, -0.154, -0.103]}

***

(5)
{"formula": "C34H60N2O2SiTi", "method": "ωB97M-V/def2-TZVPD", "total_energy_ha": -2730.37419, "gap_ev": [5.495, 8.387], "multiplicity": 3, "e_homo_ev": [-4.8, -7.7], "s2": 2.0184, "de_lowest_ev": 1.707, "lumo_energy_ev": [0.73, 0.70], "symbols": ["O", "O", "C", "C", "H", "H", "H", "H", "H", "C", "C", "H", "H", "H", "H", "H", "C", "C", "C", "H", "H", "H", "H", "H", "C", "H", "H", "H", "H", "H", "H", "N", "C", "C", "C", "C", "H", "H", "H", "C", "H", "H", "H", "N", "C", "C", "C", "C", "H", "C", "H", "C", "H", "C", "C", "C", "C", "C", "C", "H", "C", "H", "C", "H", "C", "C", "Ti", "H", "H", "H", "H", "H", "H", "H", "H", "H", "H", "H", "H", "H", "C", "Si", "H", "H", "C", "C", "C", "H", "H", "H", "H", "H", "H", "H", "H", "H", "C", "H", "H", "H"], "coordinates": [[1.107, 3.611, -2.703], [-0.189, 2.076, -4.397], [0.647, 4.258, -1.515], [1.723, 4.722, -0.552], [-0.043, 3.567, -0.989], [0.047, 5.106, -1.863], [1.992, 3.932, 0.164], [1.324, 5.552, 0.034], [2.629, 5.067, -1.064], [2.062, 2.556, -2.511], [3.184, 2.678, -3.508], [1.523, 1.601, -2.638], [2.444, 2.556, -1.474], [2.901, 2.220, -4.463], [4.069, 2.155, -3.133], [3.447, 3.731, -3.676], [-0.290, 0.894, -5.234], [-0.441, 3.312, -5.132], [1.048, 0.234, -5.444], [-0.742, 1.170, -6.204], [-0.991, 0.210, -4.730], [1.739, 0.901, -5.978], [0.904, -0.661, -6.061], [1.504, -0.077, -4.498], [0.651, 3.628, -6.117], [-0.521, 4.097, -4.365], [-1.416, 3.228, -5.642], [1.633, 3.536, -5.649], [0.525, 4.657, -6.462], [0.585, 2.975, -6.995], [-0.386, 1.906, -2.789], [0.573, -0.548, 0.702], [0.464, -1.627, 1.528], [-0.437, -2.666, 1.277], [-0.984, -2.999, 0.034], [1.405, -1.703, 2.693], [1.412, -0.778, 3.283], [2.434, -1.926, 2.375], [1.082, -2.517, 3.352], [-1.287, -4.401, -0.351], [-0.734, -4.704, -1.252], [-2.358, -4.564, -0.530], [-0.976, -5.058, 0.470], [-1.287, -2.063, -0.875], [1.741, 0.278, 0.783], [1.716, 1.437, 1.572], [0.456, 1.886, 2.254], [2.914, 2.138, 1.748], [2.908, 3.025, 2.387], [4.092, 1.701, 1.146], [5.015, 2.261, 1.287], [4.095, 0.538, 0.377], [5.016, 0.175, -0.089], [2.932, -0.207, 0.215], [2.971, -1.526, -0.495], [-1.876, -2.346, -2.145], [-3.274, -2.353, -2.273], [-4.159, -2.359, -1.065], [-3.811, -2.312, -3.563], [-4.896, -2.261, -3.673], [-2.974, -2.352, -4.680], [-3.403, -2.305, -5.682], [-1.594, -2.483, -4.526], [-0.936, -2.578, -5.392], [-1.025, -2.506, -3.253], [0.459, -2.637, -3.075], [-1.090, -0.206, -0.334], [-0.223, 2.427, 1.574], [0.717, 2.589, 3.060], [-0.104, 1.063, 2.722], [2.186, -1.626, -1.254], [2.888, -2.384, 0.192], [3.936, -1.626, -1.010], [-5.177, -2.642, -1.368], [-4.232, -1.379, -0.575], [-3.831, -3.083, -0.304], [0.735, -3.278, -2.227], [0.948, -1.658, -2.941], [0.902, -3.085, -3.978], [-0.531, -3.414, 2.069], [-1.178, 1.252, -1.942], [-2.959, 1.831, -2.414], [-0.959, 0.182, -2.256], [-0.796, 1.652, -0.950], [-2.944, 3.703, -2.283], [-4.436, 1.209, -1.433], [-3.437, 1.300, -4.153], [-4.512, 1.492, -4.305], [-3.279, 0.229, -4.318], [-2.899, 1.854, -4.938], [-2.944, 4.003, -1.229], [-3.840, 4.124, -2.758], [-2.063, 4.138, -2.767], [-4.308, 1.277, -0.349], [-4.693, 0.177, -1.701], [-5.307, 1.831, -1.697], [-2.482, 0.136, 1.047], [-3.516, -0.067, 0.772], [-2.350, 1.192, 1.347], [-2.180, -0.518, 1.889]], "mulliken_spin": [0.000, 0.006, 0.009, 0.002, 0.009, 0.000, -0.001, 0.000, 0.000, -0.028, 0.001, 0.054, 0.008, -0.001, 0.000, 0.000, 0.010, 0.002, 0.001, 0.000, -0.006, 0.000, 0.000, 0.004, 0.000, -0.001, 0.000, 0.000, 0.000, 0.000, -0.021, 0.004, 0.169, -0.051, 0.234, -0.004, 0.006, 0.007, 0.002, 0.002, 0.007, 0.008, 0.002, 0.109, 0.109, -0.160, 0.089, 0.003, -0.001, 0.011, 0.001, 0.001, 0.000, -0.075, 0.026, 0.005, 0.018, 0.021, 0.002, 0.000, 0.006, 0.000, -0.010, 0.000, -0.118, 0.032, 1.336, -0.010, -0.002, 0.004, 0.000, -0.001, 0.000, 0.000, -0.004, 0.000, 0.003, 0.005, -0.001, 0.007, 0.384, 0.038, -0.190, -0.125, 0.006, 0.004, 0.012, 0.001, -0.003, -0.002, 0.000, 0.000, 0.000, 0.001, -0.002, 0.000, 0.037, 0.017, -0.003, -0.014]}

***

(6)
{"formula": "C25H29N4Si", "method": "ωB97M-V/def2-TZVPD", "total_energy_ha": -1478.40881, "gap_ev": 6.562, "e_homo_ev": -10.5, "total_charge": 1, "lumo_energy_ev": -3.98, "symbols": ["C", "N", "C", "C", "C", "C", "C", "N", "C", "C", "C", "C", "C", "C", "C", "C", "C", "C", "C", "C", "C", "H", "H", "H", "H", "H", "H", "H", "H", "H", "H", "H", "H", "H", "H", "H", "H", "H", "C", "Si", "C", "C", "N", "C", "N", "C", "C", "H", "H", "H", "H", "H", "H", "H", "H", "H", "H", "H", "H"], "coordinates": [[5.097, -1.052, -0.217], [3.739, -1.554, -0.141], [2.614, -0.812, -0.360], [1.470, -1.625, -0.184], [0.140, -1.192, -0.319], [-0.955, -2.029, -0.578], [-0.956, -3.336, -1.124], [-2.188, -3.900, -0.979], [-2.481, -5.293, -1.257], [-3.064, -2.984, -0.382], [-2.340, -1.785, -0.162], [-2.903, -0.783, 0.614], [-4.136, -1.034, 1.245], [-4.805, -2.258, 1.070], [-4.284, -3.249, 0.223], [1.979, -2.943, 0.219], [3.396, -2.869, 0.191], [4.225, -3.920, 0.573], [3.599, -5.093, 1.030], [2.201, -5.187, 1.075], [1.390, -4.100, 0.707], [5.778, -1.832, 0.139], [5.357, -0.785, -1.252], [5.210, -0.156, 0.410], [2.665, 0.227, -0.676], [-0.052, -0.122, -0.244], [-0.132, -3.887, -1.569], [-3.493, -5.520, -0.907], [-2.402, -5.494, -2.334], [-1.750, -5.935, -0.744], [-2.366, 0.162, 0.714], [-4.577, -0.275, 1.894], [-5.739, -2.446, 1.599], [-4.773, -4.204, 0.046], [5.309, -3.819, 0.527], [4.195, -5.936, 1.375], [1.736, -6.114, 1.414], [0.309, -4.147, 0.800], [-1.240, 6.199, -1.879], [-0.238, 5.859, -0.356], [1.575, 6.197, -0.543], [-0.920, 6.847, 1.061], [-0.402, 4.064, 0.014], [-0.001, 2.960, -0.734], [-0.264, 1.823, -0.101], [-0.856, 2.158, 1.101], [-0.946, 3.529, 1.190], [-1.100, 7.256, -2.146], [-0.929, 5.585, -2.733], [-2.310, 6.035, -1.695], [1.695, 7.258, -0.808], [2.112, 6.022, 0.399], [2.038, 5.591, -1.331], [-0.786, 7.908, 0.802], [-1.993, 6.674, 1.214], [-0.387, 6.661, 2.001], [0.470, 3.093, -1.702], [-1.186, 1.426, 1.828], [-1.348, 4.132, 1.985]], "lowdin_charge": [0.005, -0.074, 0.064, -0.119, 0.100, -0.118, 0.032, -0.063, 0.011, -0.154, -0.103, -0.003, -0.056, -0.062, -0.001, -0.107, -0.154, 0.004, -0.064, -0.063, -0.028, 0.085, 0.107, 0.107, 0.150, 0.077, 0.154, 0.087, 0.107, 0.105, 0.079, 0.110, 0.110, 0.106, 0.108, 0.111, 0.109, 0.106, -0.169, 0.499, -0.171, -0.176, -0.093, -0.180, 0.009, -0.161, -0.102, 0.043, 0.034, 0.043, 0.043, 0.042, 0.033, 0.047, 0.042, 0.041, 0.119, 0.093, 0.102]}

***

For reference, F_max by record: 0.0571, 0.1078, 0.0890, 0.1182, 0.0802, 0.0361 Eh/bohr.